[1]
Molecular formula: C4H10Se
Method: DFT, the ωB97M-V functional and the def2-TZVPD basis

Geometry as XYZ:
```
15
C4H10Se | the OMol25 dataset | the ωB97M-V functional and the def2-TZVPD basis
C 1.99 2.18 0.77
C -0.53 -2.70 -0.94
C 0.12 1.12 -0.73
C 1.38 0.98 0.11
Se 2.30 -0.57 0.16
H 2.92 1.90 1.07
H 1.74 3.06 0.27
H 1.45 2.15 1.74
H 0.47 -2.47 -1.37
H -1.16 -3.19 -1.67
H -0.62 -1.77 -0.43
H -0.53 1.94 -0.36
H 0.30 1.43 -1.70
H -0.45 0.14 -0.81
H -0.43 -3.44 -0.12
```

Results
- LUMO energy (spin up / spin down) (eV) = 0.9 / -2.0
- multiplicity = 3
- gap between HOMO and LUMO (spin up / spin down) (eV) = 7.36 / 7.31
- E_HOMO (spin up / spin down) (eV) = -6.43 / -9.32
- total charge = 0

***

[2]
Molecular formula: C4H11NS2
Method: DFT, the ωB97M-V functional and the def2-TZVPD basis

Geometry as XYZ:
```
18
C4H11NS2 | the OMol25 dataset | the ωB97M-V functional and the def2-TZVPD basis
C -3.05 -1.42 0.62
C -1.55 -1.25 0.73
S -0.74 -0.88 -0.87
S -0.53 1.17 -0.77
C 1.00 1.40 0.16
C 2.20 0.58 -0.26
N 2.58 0.83 -1.66
H -3.29 -2.28 -0.01
H -3.51 -1.59 1.59
H -3.57 -0.58 0.15
H -1.31 -0.41 1.37
H -1.11 -2.18 1.09
H 1.23 2.46 0.03
H 0.81 1.23 1.22
H 2.99 0.84 0.45
H 1.95 -0.48 -0.16
H 3.59 0.78 -1.74
H 2.31 1.77 -1.94
```

Results
- LUMO energy (eV) = 0.8
- structure (SMILES) = CCSSCCN
- multiplicity = 1
- gap between HOMO and LUMO (eV) = 9.54
- E_HOMO (eV) = -8.73
- total charge = 0

***

no.,F_max (Eh/bohr)
1,0.080
2,0.016